(1)
Density functional theory data (wB97M-V/def2-TZVPD) for 2 unconnected molecules or ions with the total composition C3H10O in a non-equilibrium geometry.

Structure (XYZ):
```
14
Properties=species:S:1:pos:R:3:forces:R:3
C 1.322993 2.427127 1.031486 -0.4673 -0.2090 0.5639
H 1.890383 1.503140 1.148440 0.4601 0.2265 -0.1915
H 0.689801 2.490177 1.918506 -0.3490 0.0061 -0.2505
H 1.920070 3.330928 1.058390 0.4574 -0.1985 -0.1997
H 0.751466 2.419264 0.103673 -0.1574 0.0487 0.0385
C -1.312552 -0.952476 -0.752378 1.3654 -1.9397 1.9828
O -0.941485 -0.008544 0.204823 -1.0043 0.3443 -0.4046
C -0.289613 -2.132431 -0.702983 -0.8327 0.7035 -1.6102
H -1.450945 -0.469610 -1.734985 0.0737 0.2362 -0.2434
H -2.281750 -1.344901 -0.429537 -0.6268 0.7334 -0.1170
H 0.020339 0.033252 0.395497 0.3724 0.0425 -0.1403
H -0.820122 -2.991035 -1.124889 -0.1071 -0.0378 0.1526
H 0.008472 -2.372575 0.310981 0.1979 0.1513 0.0277
H 0.492945 -1.932314 -1.427024 0.6177 -0.1076 0.3915
```
Forces are in eV/Å.

Properties
LUMO (spin up / spin down), eV: -3.658 / -10.518
HOMO-LUMO gap (spin up / spin down), eV: 12.983 / 6.119
Charge: +1
Energy above the lowest of the compared OMol25 structures with the same formula, charge and spin, eV: 0.1436
Spin multiplicity: 2
⟨S²⟩: 0.754

---

(2)
Density functional theory data (wB97M-V/def2-TZVPD) for a single C10H12N2O2 molecule in a non-equilibrium geometry.

Structure (XYZ):
```
26
Properties=species:S:1:pos:R:3:forces:R:3
C 1.025590 -1.974505 2.518348 1.1249 -2.6261 -0.7692
C 0.608174 -0.819740 3.077772 -0.6236 1.9757 1.2231
C 0.981938 -2.184937 1.102476 0.5031 0.3386 2.1813
C 0.059469 0.188622 2.252715 -0.6865 1.7498 0.1393
C 0.559521 -1.186194 0.296891 -1.3207 1.9400 -1.0522
C -0.016059 0.024255 0.885641 1.5161 -1.5615 0.4695
C 0.524934 -1.221266 -1.222856 -1.6118 2.4559 0.7039
C -0.917785 -0.667738 -1.590388 1.6218 -0.4897 -1.6576
C -0.508783 1.157050 0.037637 -1.7791 0.4149 1.7276
C -1.315628 1.632896 -2.210556 -2.0525 2.1599 2.2003
N -1.144206 0.670610 -1.121792 -0.3811 1.4907 -0.3773
N 0.718918 2.056632 -0.211324 1.2190 0.3757 1.2905
O 1.059777 2.814311 0.709349 -0.7613 -0.8837 -1.5929
O 1.350738 1.844116 -1.221777 0.1120 0.4068 0.0120
H 1.500121 -2.853148 3.066780 -0.8366 1.5567 -0.2604
H 0.683953 -0.556305 4.154970 0.0326 -0.6716 -0.8260
H 1.422783 -3.107634 0.783237 -0.0403 -0.2460 -0.6482
H -0.304568 1.238218 2.633472 0.7942 -2.3722 -0.3085
H 1.320086 -0.555710 -1.658795 -0.8253 -0.7835 0.2897
H 0.496695 -2.172802 -1.637403 0.7281 -1.9572 -0.5253
H -1.025997 -0.676179 -2.701944 0.4684 0.3943 0.5943
H -1.713726 -1.368484 -1.364327 -0.0486 -0.2277 1.0394
H -1.154260 1.860062 0.760093 1.0987 -1.3111 -1.9185
H -1.678464 2.668864 -1.796826 0.5559 -1.8339 -0.3845
H -0.410030 1.864723 -2.686913 1.1617 -0.0395 -1.1367
H -2.123192 1.324283 -2.854478 0.0309 -0.2554 -0.4131
```
Forces are in eV/Å.

Properties
LUMO, eV: 0.154
HOMO-LUMO gap, eV: 9.157
Energy above the lowest of the compared OMol25 structures with the same formula, charge and spin, eV: 3.6015
SMILES: CN1CCc2ccccc2[C@H]1[N+](=O)[O-]

---

(3)
Density functional theory data (wB97M-V/def2-TZVPD) for 2 unconnected molecules or ions with the total composition C4H12 in a non-equilibrium geometry.

Structure (XYZ):
```
16
Properties=species:S:1:pos:R:3:forces:R:3
C 0.066650 -1.348112 -1.349543 1.9979 -0.0335 0.3939
C -1.143835 -0.486691 -1.644413 -0.0349 -0.5093 0.2871
H 0.647925 -1.748710 -2.184351 -1.1345 -0.7921 -0.4475
H 0.956416 -0.866138 -0.965983 -0.1190 1.2748 0.3206
H -0.026291 -2.055484 -0.530517 -0.6446 -0.6191 -0.3806
H -1.211898 -0.267212 -2.704910 -0.0692 0.2399 -0.0284
H -1.171457 0.427985 -1.051919 0.1354 0.0752 -0.1399
H -2.026481 -1.058113 -1.356863 -0.1768 0.1055 -0.2042
C 1.102046 1.123653 1.027419 -0.0677 0.2866 -0.0698
C -0.031375 0.710635 1.968575 0.2725 -0.4030 0.6506
H 0.927245 2.127582 0.640957 0.1368 0.0490 0.0189
H 2.092204 1.100948 1.476394 -0.0232 0.0927 0.2437
H 1.160438 0.472319 0.167761 -0.0516 -0.0189 -0.0868
H -0.738715 1.517404 2.154507 -0.1753 -0.1131 -0.2797
H 0.321890 0.428447 2.965724 0.2167 0.1066 -0.1023
H -0.536346 -0.191985 1.619714 -0.2623 0.2586 -0.1754
```
Forces are in eV/Å.

Properties
LUMO, eV: 1.188
HOMO-LUMO gap, eV: 12.248
Energy above the lowest of the compared OMol25 structures with the same formula, charge and spin, eV: 0.6363
SMILES: CC.CC

---

What did the third record say?
Density functional theory data (wB97M-V/def2-TZVPD) for 2 unconnected molecules or ions with the total composition C4H12 in a non-equilibrium geometry.

Structure (XYZ):
```
16
Properties=species:S:1:pos:R:3:forces:R:3
C 0.066650 -1.348112 -1.349543 1.9979 -0.0335 0.3939
C -1.143835 -0.486691 -1.644413 -0.0349 -0.5093 0.2871
H 0.647925 -1.748710 -2.184351 -1.1345 -0.7921 -0.4475
H 0.956416 -0.866138 -0.965983 -0.1190 1.2748 0.3206
H -0.026291 -2.055484 -0.530517 -0.6446 -0.6191 -0.3806
H -1.211898 -0.267212 -2.704910 -0.0692 0.2399 -0.0284
H -1.171457 0.427985 -1.051919 0.1354 0.0752 -0.1399
H -2.026481 -1.058113 -1.356863 -0.1768 0.1055 -0.2042
C 1.102046 1.123653 1.027419 -0.0677 0.2866 -0.0698
C -0.031375 0.710635 1.968575 0.2725 -0.4030 0.6506
H 0.927245 2.127582 0.640957 0.1368 0.0490 0.0189
H 2.092204 1.100948 1.476394 -0.0232 0.0927 0.2437
H 1.160438 0.472319 0.167761 -0.0516 -0.0189 -0.0868
H -0.738715 1.517404 2.154507 -0.1753 -0.1131 -0.2797
H 0.321890 0.428447 2.965724 0.2167 0.1066 -0.1023
H -0.536346 -0.191985 1.619714 -0.2623 0.2586 -0.1754
```
Forces are in eV/Å.

Properties
LUMO, eV: 1.188
HOMO-LUMO gap, eV: 12.248
Energy above the lowest of the compared OMol25 structures with the same formula, charge and spin, eV: 0.6363
SMILES: CC.CC